Entry 1:
{"formula": "C31H47BrF9N3O5S2", "method": "ωB97M-V/def2-TZVPD", "species": ["C", "C", "C", "C", "C", "C", "F", "F", "C", "F", "F", "S", "F", "F", "F", "F", "F", "C", "C", "O", "C", "N", "C", "O", "C", "C", "S", "C", "C", "C", "O", "O", "N", "Br", "C", "C", "C", "C", "C", "C", "H", "H", "H", "H", "H", "H", "H", "H", "H", "H", "H", "H", "H", "H", "H", "H", "H", "H", "H", "H", "H", "H", "H", "H", "H", "H", "H", "H", "H", "C", "C", "C", "C", "C", "C", "N", "O", "C", "C", "C", "H", "H", "H", "H", "H", "H", "H", "H", "H", "H", "H", "H", "H", "H", "H", "H", "H", "H"], "positions_angstrom": [[-2.50834, -1.05904, 2.79362], [-1.63051, -2.09140, 3.23915], [-0.32287, -2.62855, 2.42633], [0.28470, -1.38773, 1.67100], [-0.30143, -0.91594, 0.26951], [0.24749, 0.52880, -0.22628], [1.59259, 0.36794, -0.62158], [-0.46865, 0.72011, -1.47301], [-0.12621, 1.76145, 0.68366], [-0.62380, 2.78843, -0.18826], [-1.24343, 1.49910, 1.54148], [1.20108, 2.56766, 1.71991], [0.28069, 2.31127, 3.12366], [0.40244, 4.05126, 1.54508], [2.15692, 2.95893, 0.41963], [2.00206, 1.15868, 2.07001], [2.30380, 3.36776, 2.68796], [0.68972, -2.91104, 3.68832], [1.06028, -1.55574, 4.50818], [1.92774, -3.35016, 3.11740], [1.78942, -4.67769, 2.48876], [3.17190, -4.89673, 2.01971], [1.75176, -5.72897, 3.73263], [2.89409, -5.31031, 4.57728], [2.42658, -5.28021, 5.95840], [0.59830, -4.77447, 1.40200], [-0.02075, -6.59824, 1.52305], [1.28136, -4.86472, -0.03884], [2.02168, -3.56467, -0.59865], [3.44810, -4.03569, -1.21347], [3.37977, -4.80290, -2.21045], [4.69930, -3.62103, -0.69794], [-0.59370, -3.89698, 1.62451], [-1.52382, -5.07209, 2.96701], [-1.68896, -3.80293, 0.63339], [-1.56563, -3.66471, -0.91821], [-2.68161, -3.58119, -1.95246], [-4.14675, -3.60766, -1.50808], [-4.38674, -3.66897, 0.00694], [-3.22786, -3.75450, 1.00731], [-3.15567, -1.13859, 1.84406], [-2.60751, -0.05807, 3.35607], [-1.86002, -2.52350, 4.28366], [1.43502, -1.39085, 1.55725], [0.08664, -0.45353, 2.32612], [0.12705, -1.62307, -0.53468], [-1.44417, -0.86400, 0.22895], [0.24192, -3.55599, 4.50824], [0.15838, -1.07515, 5.00616], [1.71519, -0.84042, 3.91018], [1.72949, -1.93084, 5.37435], [3.35655, -5.81006, 1.61655], [3.61176, -4.10113, 1.56539], [2.02658, -6.79988, 3.43540], [0.85469, -5.63656, 4.41591], [1.64607, -4.43910, 6.05054], [1.97444, -6.28937, 6.24269], [3.29646, -5.07530, 6.66677], [1.12545, -7.39351, 1.31114], [2.04974, -5.72407, -0.10960], [0.48129, -5.30160, -0.75319], [1.50686, -3.01125, -1.44503], [2.28550, -2.89855, 0.28678], [5.26194, -4.43572, -0.75497], [-0.51872, -3.58846, -1.38815], [-2.46447, -3.49461, -3.07774], [-4.98788, -3.55554, -2.27072], [-5.48374, -3.63943, 0.35046], [-3.60445, -3.73057, 2.09116], [-1.00006, 6.08903, -6.07568], [-1.44609, 6.75356, -4.75699], [-2.38606, 5.79906, -3.98726], [-1.71158, 4.57401, -3.37509], [-0.24210, 4.79757, -3.02520], [0.15694, 6.27387, -2.81406], [-0.19681, 7.02361, -4.02523], [0.13256, 8.32273, -3.95737], [1.69191, 6.28817, -2.64938], [-0.46941, 6.80114, -1.51011], [-2.30213, 7.98322, -5.12837], [-0.36312, 6.75973, -6.65792], [-1.86097, 5.82902, -6.70121], [-0.43405, 5.17073, -5.90104], [-2.88243, 6.35304, -3.18348], [-3.19841, 5.46106, -4.64204], [-2.26633, 4.27953, -2.47783], [-1.78721, 3.72555, -4.06247], [0.00885, 4.20206, -2.14176], [0.36535, 4.37727, -3.83502], [2.18844, 5.96572, -3.56965], [2.00481, 5.60734, -1.85106], [2.06841, 7.28221, -2.39339], [-0.14764, 6.19064, -0.65916], [-1.56179, 6.78345, -1.52243], [-0.15993, 7.82795, -1.29915], [-3.17616, 7.68002, -5.71414], [-1.75009, 8.70103, -5.73924], [-2.67003, 8.49922, -4.23673]], "charge": 0, "e_homo_ev": -4.45, "lumo_ev": -3.416, "homo_lumo_gap_ev": 1.04}

Entry 2:
{"formula": "C3H11N2O2", "method": "ωB97M-V/def2-TZVPD", "species": ["C", "N", "C", "O", "C", "N", "H", "H", "H", "H", "H", "H", "H", "H", "H", "H", "H", "O"], "positions_angstrom": [[-0.38132, -0.38216, 0.74317], [-0.62067, -1.67309, 0.15895], [-1.39191, -1.47526, -0.87658], [-1.83627, -0.33648, -1.57449], [0.62703, 0.44445, 0.00912], [0.91403, 1.83016, 0.31856], [-1.32560, 0.21586, 0.66173], [-0.09480, -0.41878, 1.76154], [0.44300, -0.91125, -2.59819], [-0.72549, -0.73730, -1.60940], [-1.88327, -2.43678, -1.07974], [1.47214, -0.15044, -0.18602], [0.00773, 0.64707, -0.91970], [1.40565, 1.95865, 1.26196], [0.06896, 2.39167, 0.45112], [1.05104, -1.26476, -3.04607], [1.18706, 1.01877, 3.71775], [1.08270, 1.27967, 2.80629]], "charge": -1, "e_homo_ev": -3.14, "lumo_ev": 3.600, "homo_lumo_gap_ev": 6.74}

Entry 3:
{"formula": "H12NaO6", "method": "ωB97M-V/def2-TZVPD", "species": ["Na", "O", "H", "H", "O", "H", "H", "O", "H", "H", "O", "H", "H", "O", "H", "H", "O", "H", "H"], "positions_angstrom": [[0.33103, -0.11729, 0.57628], [1.06650, -4.20820, 1.05370], [1.40193, -4.85302, 1.67655], [1.28375, -4.56915, 0.19420], [-1.22807, 0.12881, 3.89403], [-2.11682, 0.20772, 3.54743], [-0.97814, 1.02477, 4.11989], [-3.36647, -1.01089, -0.52527], [-3.83004, -0.76501, -1.32583], [-3.88027, -0.61747, 0.18003], [0.92451, -0.59062, -3.70641], [1.69476, -0.02564, -3.64513], [0.27454, -0.06099, -4.16823], [3.76576, 1.26444, -1.45054], [3.93944, 2.08374, -1.91403], [4.58264, 1.07111, -0.99057], [-0.94380, 3.51367, 0.90818], [-1.69422, 3.61765, 1.49325], [-1.22704, 3.90636, 0.08247]], "charge": 1, "e_homo_ev": -14.30, "lumo_ev": -4.239, "homo_lumo_gap_ev": 10.06}